Entry P
Entry from the Open Molecules 2025 dataset: a 2-piece molecular cluster, C5H13N2 overall (ωB97M-V/def2-TZVPD).

Geometry as ORCA input:
```
! wB97M-V def2-TZVPD RIJCOSX def2/J DEFGRID3
* xyz 1 1
C -1.27 -0.19 0.05
C -2.26 0.90 -0.08
C 0.30 0.13 0.39
C -3.24 0.98 -1.14
C 0.54 0.59 1.57
N 1.07 -0.40 -0.53
N 3.65 -1.30 -0.08
H -1.69 -0.63 0.96
H -1.30 -0.97 -0.74
H -2.21 1.57 0.80
H -2.78 1.49 -1.99
H -3.96 1.75 -0.74
H -3.59 0.01 -1.54
H -0.17 0.30 2.36
H 1.39 1.06 1.99
H 1.96 -0.56 -0.20
H 1.06 -0.30 -1.57
H 3.67 -2.21 -0.54
H 4.06 -1.39 0.84
H 4.05 -0.58 -0.63
*
```

* LUMO energy: -6.026 eV
* gap between HOMO and LUMO: 0.2274 Eh

---

Entry Q
Entry from the Open Molecules 2025 dataset: an isolated ion of composition C5H13N2 and charge +1 (ωB97M-V/def2-TZVPD).

Geometry as ORCA input:
```
! wB97M-V def2-TZVPD RIJCOSX def2/J DEFGRID3
* xyz 1 1
C -2.32 -1.02 0.47
C -1.38 -0.13 -0.01
N -1.39 0.15 -1.46
C -0.35 0.62 0.84
C 1.14 0.49 0.31
C 2.00 -0.49 1.09
N 1.13 0.24 -1.23
H -2.49 -1.07 1.52
H -3.14 -1.60 -0.01
H -1.66 1.10 -1.58
H -2.03 -0.40 -2.05
H -0.76 1.67 0.80
H -0.48 0.29 1.95
H 1.70 1.45 0.29
H 1.69 -1.44 1.20
H 2.89 -0.41 0.44
H 2.25 0.06 2.06
H 0.17 -0.36 -1.63
H 1.93 -0.34 -1.29
H 1.11 1.17 -1.73
*
```

* LUMO energy: -3.218 eV
* gap between HOMO and LUMO: 0.3575 Eh

---

Entry R
Entry from the Open Molecules 2025 dataset: an isolated ion of composition C5H13N2 and charge +1 (ωB97M-V/def2-TZVPD).

Geometry as ORCA input:
```
! wB97M-V def2-TZVPD RIJCOSX def2/J DEFGRID3
* xyz 1 1
C -1.43 -2.00 -0.56
C -0.51 -1.02 -0.63
N 0.88 -1.65 -1.00
C -0.66 0.50 -0.48
C 0.43 1.07 0.42
C 0.54 0.45 1.88
N 0.27 2.60 0.21
H -1.44 -3.04 -0.18
H -2.36 -1.64 -0.90
H 1.48 -1.38 -0.23
H 0.77 -2.66 -0.95
H 1.18 -1.39 -1.93
H -0.65 0.98 -1.43
H -1.68 0.57 -0.02
H 1.34 0.71 -0.05
H -0.42 0.24 2.30
H 1.17 -0.45 1.90
H 1.16 1.13 2.57
H 0.13 3.02 1.14
H 1.12 3.06 -0.14
*
```

* LUMO energy: -3.796 eV
* gap between HOMO and LUMO: 0.3462 Eh

---

Entry S
Entry from the Open Molecules 2025 dataset: a 2-piece molecular cluster, C5H13N2 overall (ωB97M-V/def2-TZVPD).

Geometry as ORCA input:
```
! wB97M-V def2-TZVPD RIJCOSX def2/J DEFGRID3
* xyz 1 1
C -2.20 1.49 -1.86
C -1.34 0.80 -1.06
N -0.65 1.38 -0.01
C -0.25 2.76 -0.10
H -2.28 2.58 -1.78
H -2.91 1.00 -2.51
H -1.27 -0.29 -1.16
H 0.11 0.72 0.27
H 0.39 3.02 0.75
H 0.39 2.96 -0.99
H -1.11 3.45 -0.07
C 1.18 -2.68 1.86
C 0.96 -1.21 0.00
N 1.88 -2.02 0.80
H 1.86 -3.16 2.58
H 0.39 -3.40 1.57
H 0.59 -1.93 2.39
H 1.60 -0.90 -0.84
H 0.14 -1.91 -0.18
H 2.53 -2.65 0.34
*
```

* LUMO energy: -7.733 eV
* gap between HOMO and LUMO: 0.1515 Eh

---

Which is most stable, and by how much? entry Q, by 0.0196 hartree.